Entry from OMol25: a structure of composition C20H34N5OSScSi2Te (the ωB97M-V functional and the def2-TZVPD basis).

Results
highest occupied orbital energy (spin up / spin down)	-8.8 / -10.8	eV
frontier orbital gap (spin up / spin down)	5.894 / 7.669	eV
strongest force on any atom	0.2	eV Å⁻¹
ΔE to the lowest compared entry with this formula, charge and spin	0.693	eV
spin multiplicity	2
net charge	+1

Element x y z (Å)
Sc  0.3681  -1.0634  0.9447
N  3.8010  -2.2017  3.3150
C  2.6035  -1.6282  2.9587
S  1.2735  -2.7437  2.6126
N  2.5503  -0.3400  2.8472
N  1.3134  0.0666  2.3522
C  0.6543  1.0031  3.0252
C  -0.7014  1.1740  2.6843
C  -1.5240  2.1382  3.3028
C  -2.8458  2.2234  2.9729
C  -3.3641  1.3362  2.0074
C  -2.5230  0.4238  1.4365
N  -1.2059  0.3094  1.7312
H  3.7284  -3.0918  3.7817
H  4.4587  -1.5578  3.7318
H  1.1336  1.5399  3.8340
H  -1.0828  2.7948  4.0407
H  -3.4851  2.9572  3.4443
H  -4.4051  1.3604  1.7197
H  -2.9122  -0.2672  0.7000
O  1.2468  -2.2285  -0.5628
N  2.0840  -3.2620  -0.4944
C  1.6700  -4.4501  -0.9601
C  2.5058  -5.5417  -0.9015
C  3.7747  -5.4018  -0.3579
C  4.1709  -4.1629  0.1158
C  3.3012  -3.0967  0.0421
H  0.6682  -4.4626  -1.3604
H  2.1537  -6.4898  -1.2799
H  4.4427  -6.2496  -0.3029
H  5.1444  -4.0056  0.5556
H  3.5318  -2.1031  0.3945
C  -2.5377  -1.3323  -4.0507
Si  -2.7770  -0.7932  -2.2840
C  -2.0692  -2.1558  -1.1864
C  -4.5766  -0.5057  -1.8813
C  -1.8269  0.8231  -2.0284
Te  0.2618  0.4487  -1.8440
C  0.9422  2.4618  -2.0685
Si  0.7954  3.6640  -0.6182
C  1.1474  5.3713  -1.2864
C  -0.9364  3.6024  0.0769
C  2.0783  3.1896  0.6501
H  -3.0284  -2.2886  -4.2411
H  -1.4770  -1.4471  -4.2853
H  -2.9561  -0.6003  -4.7441
H  -2.6508  -3.0709  -1.3246
H  -2.1090  -1.9392  -0.1092
H  -1.0398  -2.3862  -1.4689
H  -5.1671  -1.4110  -2.0334
H  -4.9918  0.2743  -2.5226
H  -4.7183  -0.1856  -0.8471
H  -2.1671  1.3879  -1.1614
H  -1.9498  1.4435  -2.9179
H  0.4075  2.8231  -2.9495
H  1.9900  2.3626  -2.3625
H  0.4066  5.6676  -2.0317
H  2.1336  5.4247  -1.7515
H  1.1212  6.1106  -0.4828
H  -1.6696  3.8937  -0.6790
H  -1.0354  4.2950  0.9158
H  -1.1967  2.6069  0.4398
H  3.0810  3.3809  0.2607
H  2.0203  2.1339  0.9190
H  1.9655  3.7712  1.5673